Entry 1:
Formula: C34H96F6N8O10P
Source: OMol25
Level of theory: ωB97M-V/def2-TZVPD

```
155
Properties=species:S:1:pos:R:3
H 2.170 -6.272 -36.975
H -2.172 -1.779 -31.559
C 2.859 -7.597 -25.856
F 3.158 -3.162 -27.514
C -1.292 1.581 -27.971
C 0.487 -4.896 -33.023
H 1.821 -7.799 -25.591
C -2.859 -5.868 -28.211
H 8.195 -5.649 -32.948
C -1.647 -1.418 -24.172
H -0.932 -1.461 -23.333
O 2.599 -2.602 -33.218
H 4.460 -5.819 -33.071
H -0.140 0.136 -30.324
H 0.909 -1.118 -24.811
H -3.650 -6.206 -27.533
C -1.556 -6.098 -27.454
H 2.649 -5.685 -24.870
H -0.610 -7.057 -25.147
H 6.144 -2.585 -29.812
C 1.578 -0.828 -34.468
H -0.492 -1.644 -31.965
H 3.718 -1.218 -34.257
H -1.417 -7.193 -27.408
H 2.374 2.298 -22.317
H 2.361 -0.698 -36.483
O -2.884 -2.037 -23.872
H -1.283 1.727 -26.890
O 2.753 -1.421 -23.268
H -1.535 -0.289 -32.308
H 3.479 -8.488 -25.711
C -1.020 -0.503 -30.197
H 4.116 -4.875 -26.230
H -0.274 1.446 -28.344
H 2.867 -0.899 -25.692
H 2.950 -7.254 -23.224
H 1.326 -1.336 -21.778
N -0.541 -1.639 -29.319
H 3.649 -2.403 -31.420
H 0.744 -4.398 -37.422
H 1.266 0.968 -33.512
O 7.106 -1.074 -28.804
C 3.619 -3.003 -32.332
C 5.964 -1.956 -28.943
C 0.277 -5.362 -37.188
H 4.634 -7.589 -23.806
H 8.951 -4.842 -30.212
H 2.937 -0.633 -32.782
H 4.545 -0.195 -22.535
H 2.970 -1.832 -21.310
N 1.426 0.638 -34.458
H 4.797 -5.082 -21.088
O 0.448 -5.709 -34.193
H 1.845 -2.368 -35.940
H 1.508 -4.689 -32.721
N 6.327 -4.762 -31.143
C 3.854 -6.819 -23.666
H 5.861 -2.524 -28.020
H -0.616 -5.099 -36.615
N -3.014 -4.415 -28.362
O -2.124 0.460 -28.193
H -0.637 -3.044 -25.228
H 2.412 -6.132 -34.585
H 7.700 -7.349 -32.870
H 0.044 -3.930 -33.297
H 2.940 -2.938 -24.682
N 4.505 -5.720 -25.832
H -3.034 -0.635 -29.539
C 2.051 1.272 -22.547
C 2.798 0.287 -21.643
H -2.623 0.953 -30.154
C 2.392 -1.135 -21.943
C -1.337 -1.073 -31.569
C -0.573 -5.978 -25.365
H 5.085 -1.347 -29.128
H 2.193 1.156 -23.619
C 5.523 -5.713 -33.277
H 2.290 1.099 -34.730
H -2.148 -4.016 -28.718
H 5.174 -5.436 -25.122
O -1.652 -5.574 -26.157
C 2.791 -1.278 -33.662
H 5.416 -4.683 -30.699
C 1.573 -5.568 -35.018
H -3.898 -6.766 -29.908
H 3.475 -4.031 -32.017
H 4.605 -2.920 -32.803
H 7.773 -1.547 -28.302
H 0.686 -1.197 -33.960
H 0.093 -0.186 -26.025
H 5.794 -6.759 -31.421
F 2.650 -5.315 -28.150
N 0.732 -7.580 -36.183
H -1.858 -0.342 -24.310
H -0.098 -7.667 -36.765
H 3.277 -5.948 -21.154
H 0.907 -1.772 -26.384
H -2.319 -6.042 -30.293
H -2.334 -7.553 -29.493
O 3.120 -0.209 -27.631
C -2.885 -6.605 -29.546
H -1.743 2.477 -28.418
H -1.941 -1.066 -26.949
H 2.454 0.543 -20.636
H 1.610 -3.132 -23.513
H 1.832 -4.516 -35.175
H -0.088 -2.293 -29.963
C 1.649 -1.299 -35.912
H 9.890 -5.207 -31.703
C 3.438 -6.428 -25.089
N 4.262 0.419 -21.774
H -0.711 -5.674 -28.014
C -0.999 -2.028 -25.392
C 6.314 -5.970 -31.980
H 3.058 -1.106 -27.984
H 4.797 -6.868 -21.268
H 2.898 -7.378 -26.921
H 5.819 -6.434 -34.040
F 2.277 -2.400 -29.486
F 1.003 -3.687 -28.029
H -0.622 -5.468 -24.400
H -3.944 -0.832 -22.562
H -2.552 -1.566 -21.851
C -3.344 -1.762 -22.585
F 1.561 -4.535 -29.989
C 3.545 -0.284 -26.276
N -1.891 -2.016 -26.561
H -0.105 -5.338 -32.228
H 0.313 -7.551 -35.255
C 1.267 -6.194 -36.364
C 9.425 -5.626 -30.811
C 7.717 -6.409 -32.315
F 3.803 -4.050 -29.615
H 3.248 -3.383 -22.989
O 8.514 -6.658 -31.165
H -1.289 -2.371 -27.306
H 0.990 1.309 -22.279
H 3.538 0.739 -25.907
H 4.422 1.335 -22.186
H 5.717 -4.685 -33.580
H 0.408 -5.737 -25.796
C 4.302 -5.935 -21.552
C -2.233 0.110 -29.564
H 6.999 -4.866 -30.394
H -3.697 -4.149 -29.064
H 0.342 -1.290 -28.944
H 0.702 -1.053 -36.401
H 10.139 -6.115 -30.148
O 4.307 -5.719 -22.941
H -3.994 -2.573 -22.259
P 2.435 -3.854 -28.777
H 0.007 -5.889 -38.102
C 2.636 -2.757 -23.655
H 4.544 -0.728 -26.182
C 0.267 -1.212 -25.701
```

LUMO energy (eV): 2.314
Net charge: -1
ΔE to the lowest compared entry with this formula, charge and spin (kJ/mol): 0.0
HOMO energy (eV): -5.68


Entry 2:
Formula: C34H99BrN15O9P6
Source: OMol25
Level of theory: ωB97M-V/def2-TZVPD

```
164
Properties=species:S:1:pos:R:3
H 4.947 -7.217 -2.213
H 2.834 3.128 3.809
H -1.111 -6.897 -6.704
H -0.503 5.957 0.952
H 2.738 -5.138 -1.595
H 5.619 8.068 8.235
H 0.701 -3.643 -4.055
H -4.044 -3.235 -4.934
H 0.114 5.231 2.441
C 4.096 6.109 8.896
H -0.162 0.144 -0.210
N 3.259 -6.636 -5.618
H -0.788 0.739 3.441
C -0.289 5.007 1.445
C 4.980 7.757 7.408
H 3.648 0.909 -4.043
C -4.451 -3.996 -4.261
H 3.972 -5.614 -7.339
C 1.140 4.857 7.966
H 0.124 4.644 8.300
H -0.445 -0.190 -5.572
H 0.258 1.266 -7.693
H -4.474 -1.007 6.966
C -2.095 1.090 -5.161
H 4.500 -5.203 -1.424
C -1.738 -0.540 5.914
N 2.621 -4.053 -4.815
H 1.995 -2.973 -3.062
H 2.566 9.370 4.360
O -4.272 0.803 3.261
C 2.254 2.190 -1.277
H -0.845 -1.028 3.541
H -6.867 0.452 5.977
O 2.677 5.816 5.637
C 4.082 -7.209 -2.878
O -3.195 -5.597 -7.123
C 3.688 -4.979 -2.116
H -1.699 -4.270 -4.434
N -2.669 -7.379 -5.384
H 4.455 5.207 8.389
H -1.733 -5.759 -3.470
H -1.512 3.855 5.201
C 2.373 -7.583 -6.285
H -3.675 0.506 7.471
O 0.544 2.941 -4.737
H -0.124 3.528 -5.111
C -1.455 -0.124 3.513
H 3.369 1.163 2.909
N 0.597 4.208 0.607
N -2.338 -0.071 4.682
H 4.649 -3.349 -4.745
H 1.712 -8.066 -5.571
H -5.529 -7.400 -4.048
P 1.890 0.821 -5.218
H 1.823 9.394 7.806
P 0.683 2.564 0.984
N -3.629 -5.227 -4.271
H -6.941 -6.061 -6.985
H -4.458 -3.588 -3.250
H 5.531 7.034 6.797
H -0.269 1.173 -1.647
H 3.477 -2.323 -5.581
O 1.297 0.234 -3.973
P 2.619 6.729 6.788
P -3.561 -6.003 -5.757
H -4.849 3.131 6.034
C 1.641 9.341 6.733
H 3.032 2.785 -0.797
C 1.625 4.966 -0.083
H 3.228 -7.636 -2.340
N 3.837 -5.824 -3.318
O -0.699 2.105 1.207
H 3.093 7.695 4.215
H -1.554 0.049 -6.911
H -2.271 -9.154 -4.390
C -1.785 2.926 4.699
H 1.306 4.301 7.044
C 3.762 -3.358 -5.393
O 3.446 1.183 -4.948
N 1.284 6.289 7.712
H 1.036 0.004 -1.501
H 1.270 5.988 -0.222
C 1.040 2.159 -5.899
H -1.913 3.131 3.631
H 0.564 9.244 6.549
H -2.450 -1.070 6.537
N 3.733 7.194 7.963
N 2.405 8.272 6.125
C 2.349 8.344 4.666
N -5.225 -6.350 -5.840
C 4.331 -6.211 -6.492
C 1.956 3.291 3.185
H -5.682 -6.988 -7.829
C 0.419 0.705 -0.939
H 4.305 -7.840 -3.734
H 1.209 7.476 9.500
P -3.611 1.012 4.556
H 1.931 4.356 2.962
H 1.814 4.573 -1.075
H -4.319 3.850 4.502
C -2.294 -4.865 -3.735
C -3.018 -8.359 -4.375
C -0.115 1.653 -6.741
H -0.257 6.592 9.068
H -5.404 0.313 7.680
H -6.964 -7.158 -5.024
H -5.784 -8.376 -5.520
H -1.697 1.733 -4.379
N 2.068 2.496 1.949
N -3.002 2.376 5.340
C -3.982 3.470 5.472
H -0.652 -6.705 -5.010
H 3.244 5.847 9.521
C -1.023 0.572 -6.103
H 1.241 -0.919 -6.240
O 1.147 -6.091 -4.364
H -1.275 0.254 6.518
Br -2.915 -0.454 -4.284
H 1.959 10.298 6.312
H 4.836 -7.092 -6.902
H 4.760 8.630 6.801
H 1.830 4.468 8.723
H -5.479 -4.202 -4.544
H -2.038 -0.150 2.594
H 2.580 5.018 0.459
H 2.745 1.338 -1.753
H -0.822 -8.319 -5.709
H 5.082 -5.644 -5.944
H -3.517 4.289 6.021
O 2.002 -0.335 -6.369
H -2.873 1.605 -5.726
H 1.773 2.765 -2.074
H 1.752 -7.113 -7.058
H 4.042 -3.774 -6.354
H 1.367 8.064 4.266
C 0.589 7.145 8.657
C -5.893 -7.378 -5.074
H 1.066 3.036 3.776
C -6.120 0.295 5.194
H 1.680 0.616 2.915
H -6.163 -0.756 4.882
H -1.237 4.486 1.577
H 0.170 8.021 8.175
H 3.771 -3.927 -2.381
H 2.984 -8.357 -6.758
H -6.392 0.908 4.341
H -0.749 2.524 -6.979
C -5.862 -6.155 -7.136
C -4.568 0.085 7.011
P 2.558 -5.667 -4.410
C 2.451 1.122 2.320
H -0.956 -1.259 5.666
H 4.884 6.463 9.560
H 1.579 -2.224 -4.590
C 1.689 -3.184 -4.092
H -2.428 -4.284 -2.824
H -3.050 -7.958 -3.353
N 1.298 1.689 -0.299
H 2.643 0.534 1.426
H -0.952 2.237 4.821
H -5.508 -5.244 -7.608
H -3.970 -8.835 -4.584
N -4.813 0.677 5.714
C -1.241 -7.311 -5.706
```

LUMO energy (eV): 1.628
Net charge: -1
HOMO energy (eV): -2.57


Entry 3:
Formula: C35H16Cl3N11OPdSi
Source: OMol25
Level of theory: ωB97M-V/def2-TZVPD

```
68
Properties=species:S:1:pos:R:3
H -3.754 0.419 4.734
C 1.797 -2.008 -1.356
H -6.200 -0.019 4.646
C 0.028 0.765 2.969
C 2.739 -1.112 0.403
C 3.834 -1.721 -0.373
N 2.320 1.086 -5.473
H -5.923 -1.195 0.520
H -4.643 -2.072 -3.208
C 3.237 -2.295 -1.482
C 2.304 1.279 -2.893
N 1.543 -1.422 -0.164
N -1.854 -0.396 1.100
H -2.103 -3.912 -6.150
C 3.429 1.024 4.148
Si -1.242 2.075 -0.318
N -1.240 0.575 3.234
C 2.305 1.169 -4.327
C -3.490 -0.160 2.672
H 5.659 -1.285 0.676
C -1.066 -3.029 -4.506
H 4.200 1.689 6.023
C -3.050 -0.716 0.505
H 3.502 -3.355 -3.335
C -2.515 -1.959 -2.883
H 5.972 -3.481 -3.009
C -4.092 -0.605 1.501
C 2.051 1.796 5.992
N 2.976 -0.318 1.417
H -0.088 1.787 5.708
C 0.886 1.592 5.278
N 4.395 2.192 -1.665
N 0.698 0.438 1.811
C 1.012 1.128 3.974
Cl -2.609 2.692 1.044
C -5.463 -0.852 1.437
H -0.075 -3.301 -4.843
C 3.977 -2.933 -2.460
H 4.391 0.789 3.712
C -3.481 -3.023 -4.760
Cl -2.171 1.923 -2.113
C -0.294 -1.824 -2.342
N 1.249 0.869 -2.263
C 2.256 0.848 3.423
C -2.083 0.018 2.385
H 1.997 2.174 7.005
Pd -0.161 -0.035 0.077
C -3.659 -2.326 -3.578
C -6.197 -0.635 2.583
N -3.274 -1.079 -0.746
Cl 0.121 3.567 -0.406
C -5.588 -0.180 3.769
C 5.352 -2.990 -2.271
C -1.249 -2.308 -3.334
C -4.232 0.064 3.831
C 5.202 -1.758 -0.182
H -7.264 -0.814 2.575
N 0.974 -2.204 -2.362
H -4.345 -3.312 -5.343
C 3.466 1.788 -2.206
C 2.022 0.310 2.090
C 5.954 -2.412 -1.150
N -0.969 -1.086 -1.425
O 1.330 0.992 -0.959
C 3.310 1.518 5.432
H 7.030 -2.466 -1.042
C -2.319 -1.273 -1.615
C -2.201 -3.368 -5.220
```

LUMO energy (alpha / beta) (eV): -1.936 / -1.939
Net charge: 0
HOMO energy (alpha / beta) (eV): -6.91 / -6.90


Entry 4:
Formula: C35H18BF15O2
Source: OMol25
Level of theory: ωB97M-V/def2-TZVPD

```
71
Properties=species:S:1:pos:R:3
C 0.623 -3.050 4.028
F 2.284 -2.443 0.733
H -2.244 -5.624 2.809
H 1.006 -0.535 -0.303
C -2.013 -2.575 -3.116
F 4.142 -3.908 -4.176
O -0.973 -4.786 4.278
C -0.984 -1.789 2.123
C -2.558 -0.315 -2.523
C -0.136 0.987 1.455
H -3.081 -4.760 4.151
C -1.041 5.816 0.994
C -2.227 -5.398 3.884
F -3.451 0.689 -2.437
F -0.940 1.083 -1.571
H -4.774 7.740 2.201
C -0.313 -1.182 -2.037
F 4.492 2.825 -1.508
H -4.398 6.293 3.188
C 2.224 -2.078 -1.633
C 1.082 -1.926 3.381
C -0.739 -2.401 -2.575
H 1.209 -3.560 4.787
H -3.887 4.257 2.100
C -0.639 -3.603 3.692
C -0.211 4.722 0.918
C -1.267 -0.161 -2.029
C 1.816 0.429 -2.242
C 2.135 1.963 -4.126
C 2.674 -2.785 -0.525
C -4.428 6.710 2.173
H -0.706 6.812 0.733
C 1.486 0.884 -3.522
C 3.552 -3.865 -0.607
F 3.933 -4.505 0.512
C 3.156 2.627 -3.454
H -1.203 0.753 1.467
C 4.047 -4.260 -1.843
F 3.772 3.677 -4.019
C 3.515 2.193 -2.183
F 2.447 -1.840 -4.005
H 1.293 2.509 0.998
C -2.854 4.382 1.775
H -1.624 -1.274 1.408
F 0.079 -3.484 -2.648
C 2.854 1.109 -1.608
C -2.373 5.677 1.457
H 2.049 -1.505 3.656
C -0.659 3.416 1.264
H -2.255 -6.318 4.462
H -5.081 6.105 1.532
C 2.772 -2.480 -2.854
F 1.778 2.369 -5.356
F -4.172 -1.708 -3.572
C -2.931 -1.532 -3.092
C 0.238 2.304 1.206
F 0.551 0.263 -4.286
C 0.297 -1.262 2.397
C 3.656 -3.552 -2.975
F 3.294 0.704 -0.377
H -2.437 -3.326 2.496
H -2.386 2.313 2.002
C 0.747 -0.069 1.722
H 1.819 0.132 1.688
H 0.815 4.849 0.580
C -2.006 3.288 1.702
B 1.165 -0.857 -1.524
F -2.368 -3.758 -3.647
F 4.904 -5.289 -1.935
C -1.451 -2.938 2.746
O -3.097 6.819 1.607
```

LUMO energy (eV): -2.631
Net charge: 0
ΔE to the lowest compared entry with this formula, charge and spin (kJ/mol): 0.0
HOMO energy (eV): -8.49


Number 1: molar mass 922.150 Da, electronic energy -94808.309 eV. Number 2: molar mass 1128.010 Da, electronic energy -203425.999 eV. Number 3: molar mass 847.454 Da, electronic energy -103921.065 eV. Number 4: molar mass 766.309 Da, electronic energy -82115.974 eV.